[1]
{"formula": "C8H11N2S2", "method": "ωB97M-V/def2-TZVPD", "elements": ["C", "S", "C", "S", "N", "C", "C", "C", "C", "C", "N", "C", "H", "H", "H", "H", "H", "H", "H", "H", "H", "H", "H"], "coordinates": [[-1.426, -3.379, -0.181], [-2.696, -2.154, 0.376], [-2.055, -0.674, -0.008], [-2.737, 0.753, 0.146], [-0.528, -0.692, -0.776], [0.251, 0.392, -0.623], [0.536, 1.333, -1.617], [1.054, 2.624, -1.351], [1.427, 2.859, -0.039], [1.330, 1.845, 0.923], [0.732, 0.666, 0.627], [0.789, -0.398, 1.561], [-1.512, -4.226, 0.523], [-0.343, -2.966, 0.124], [-1.388, -3.414, -1.340], [-0.826, -0.741, -1.727], [0.098, 1.159, -2.588], [1.513, 3.276, -2.083], [1.633, 3.816, 0.288], [1.658, 2.000, 2.028], [-0.199, -0.963, 1.663], [1.614, -1.021, 1.430], [1.076, -0.095, 2.645]], "mulliken_charge": [-0.7235, 0.0737, 0.2307, -0.1570, -0.2397, 0.4992, -0.9091, -0.3330, -0.6497, 0.1503, 0.2544, -0.8421, 0.3952, 0.1815, 0.2984, 0.3721, 0.3059, 0.4277, 0.4546, 0.2642, 0.2107, 0.4041, 0.3312], "smiles": "CSC(=S)/[NH+]=c1/ccccn1C", "multiplicity": 1, "de_lowest_kj_mol": 190.4, "gap_ha": 0.301, "e_lumo_ev": -4.328, "e_homo_ev": -12.506, "total_charge": 1}

---

[2]
{"formula": "C4H10N2O3", "method": "ωB97M-V/def2-TZVPD", "elements": ["H", "N", "C", "N", "O", "C", "H", "H", "H", "H", "H", "C", "C", "O", "O", "H", "H", "H", "H"], "coordinates": [[1.176, -0.602, -1.840], [0.916, -1.238, -1.094], [1.009, -0.700, 0.052], [1.232, 0.625, 0.344], [0.764, -1.417, 1.177], [0.467, -2.796, 0.983], [1.364, 1.426, -0.486], [1.457, 0.811, 1.312], [1.272, -3.289, 0.434], [-0.459, -2.913, 0.415], [0.362, -3.221, 1.979], [-1.588, 1.123, -0.873], [-0.554, 2.105, -0.400], [0.394, 2.518, -1.091], [-0.778, 2.682, 0.794], [-1.767, 0.356, -0.122], [-2.516, 1.657, -1.070], [-1.246, 0.624, -1.779], [-1.502, 2.249, 1.265]], "mulliken_charge": [0.2518, -0.7397, 0.6684, -0.4700, -0.3852, -0.6427, 0.3020, 0.1632, 0.2868, 0.2809, 0.2367, -1.1911, 1.0075, -0.6787, -0.4640, 0.3532, 0.4099, 0.2781, 0.3330], "smiles": "[H]/N=C(\\N)OC.CC(=O)O", "multiplicity": 1, "de_lowest_kj_mol": 146.3, "gap_ha": 0.349, "e_lumo_ev": 0.440, "e_homo_ev": -9.057, "total_charge": 0}

---

[3]
{"formula": "C16H16Cl3I2N6NiOS", "method": "ωB97M-V/def2-TZVPD", "elements": ["Ni", "I", "C", "C", "C", "I", "C", "O", "C", "C", "N", "C", "C", "C", "C", "C", "C", "N", "C", "H", "H", "H", "H", "H", "H", "H", "H", "H", "H", "H", "N", "N", "C", "N", "S", "H", "H", "H", "H", "H", "Cl", "C", "Cl", "Cl", "C", "N"], "coordinates": [[0.392, 0.390, -0.311], [-5.982, -1.266, 2.552], [-4.006, -0.664, 2.287], [-3.619, 0.621, 2.643], [-2.318, 1.040, 2.417], [-1.727, 2.964, 2.939], [-1.366, 0.193, 1.823], [-0.152, 0.587, 1.552], [-1.782, -1.119, 1.502], [-0.735, -2.045, 0.973], [-0.240, -1.649, -0.378], [0.923, -2.458, -0.760], [2.152, -1.944, -0.043], [3.179, -2.778, 0.364], [4.265, -2.225, 1.025], [4.282, -0.862, 1.271], [3.215, -0.097, 0.835], [2.181, -0.627, 0.182], [-3.083, -1.537, 1.727], [-4.333, 1.301, 3.089], [0.135, -2.014, 1.634], [-1.103, -3.075, 0.935], [-0.993, -1.795, -1.042], [0.778, -3.518, -0.531], [1.067, -2.386, -1.843], [3.119, -3.842, 0.178], [5.079, -2.854, 1.359], [5.101, -0.395, 1.799], [3.165, 0.970, 1.013], [-3.373, -2.549, 1.471], [1.096, 0.552, -2.453], [1.712, 1.774, -2.748], [1.773, 2.783, -1.843], [2.326, 3.914, -2.294], [1.218, 2.656, -0.271], [1.750, -0.197, -2.652], [0.267, 0.441, -3.029], [1.959, 1.947, -3.711], [2.715, 4.009, -3.217], [2.413, 4.689, -1.659], [-5.080, 0.779, -0.549], [-3.955, 2.001, -1.139], [-4.264, 2.375, -2.846], [-4.019, 3.457, -0.156], [-2.595, 1.447, -1.061], [-1.539, 1.010, -1.033]], "lowdin_spin": [1.6921, 0.0010, 0.0054, -0.0007, 0.0060, 0.0009, 0.0038, 0.0563, 0.0042, 0.0017, 0.0469, 0.0034, 0.0032, 0.0018, -0.0017, 0.0016, 0.0021, 0.0424, -0.0010, -0.0001, 0.0000, 0.0013, 0.0009, 0.0014, -0.0001, 0.0004, -0.0001, 0.0003, 0.0004, -0.0002, 0.0311, 0.0026, 0.0078, 0.0028, 0.0485, 0.0001, 0.0001, 0.0010, 0.0006, 0.0010, -0.0004, 0.0002, -0.0002, 0.0004, 0.0028, 0.0280], "multiplicity": 3, "gap_ha": [0.255, 0.256], "e_lumo_ev": [-2.764, -2.803], "e_homo_ev": [-9.697, -9.756], "total_charge": 1}

---

[4]
{"formula": "C20H46O3P4SeY", "method": "ωB97M-V/def2-TZVPD", "elements": ["Y", "P", "P", "P", "H", "C", "C", "H", "C", "C", "C", "C", "C", "C", "C", "C", "C", "H", "H", "H", "H", "H", "H", "H", "H", "H", "H", "H", "H", "H", "H", "H", "H", "H", "H", "H", "H", "H", "H", "H", "H", "H", "H", "H", "H", "H", "C", "C", "C", "C", "C", "C", "Se", "H", "H", "H", "H", "H", "H", "C", "O", "P", "O", "C", "O", "C", "H", "H", "H", "H", "H", "H", "H", "H", "H"], "coordinates": [[0.283, 0.261, 0.256], [1.832, -2.246, 0.848], [2.421, 0.514, -1.458], [-1.652, -1.494, 1.250], [-4.172, 3.676, -5.276], [-4.867, 3.899, -4.460], [-4.533, 4.747, -3.476], [-3.617, 5.338, -3.546], [1.680, -3.623, -0.346], [3.658, -2.212, 0.943], [1.503, -3.201, 2.370], [1.734, 1.860, -2.509], [4.058, 1.166, -1.016], [2.843, -0.753, -2.711], [-3.185, -0.561, 0.860], [-1.828, -1.721, 3.046], [-2.087, -3.151, 0.622], [-5.855, 3.434, -4.522], [-5.205, 4.923, -2.633], [2.367, -4.405, -0.007], [1.947, -3.309, -1.358], [0.660, -4.014, -0.372], [4.015, -3.212, 1.214], [3.973, -1.500, 1.710], [4.102, -1.919, -0.012], [2.330, -3.906, 2.508], [0.568, -3.762, 2.298], [1.446, -2.529, 3.229], [2.586, 2.351, -2.998], [1.177, 2.603, -1.915], [1.045, 1.432, -3.250], [4.769, 0.946, -1.822], [4.393, 0.701, -0.080], [3.984, 2.250, -0.865], [3.630, -0.372, -3.380], [1.945, -1.012, -3.292], [3.197, -1.658, -2.202], [-4.009, -1.035, 1.410], [-3.358, -0.574, -0.223], [-3.091, 0.486, 1.173], [-2.862, -2.016, 3.271], [-1.583, -0.785, 3.566], [-1.125, -2.489, 3.391], [-3.040, -3.455, 1.078], [-1.306, -3.874, 0.886], [-2.186, -3.120, -0.471], [-1.968, -0.253, -3.052], [-2.064, 1.148, -3.008], [-3.118, 1.757, -3.653], [-3.997, 1.050, -4.471], [-3.843, -0.335, -4.596], [-2.845, -0.995, -3.888], [-0.670, -1.178, -2.090], [-1.313, 1.297, -0.227], [-1.348, 1.718, -2.420], [-3.260, 2.825, -3.508], [-4.790, 1.573, -5.011], [-4.514, -0.906, -5.248], [-2.675, -2.072, -3.947], [4.182, 1.185, 4.028], [2.909, 1.480, 3.389], [1.835, 0.384, 2.832], [1.048, -0.207, 4.148], [0.947, 0.468, 5.423], [0.530, 1.461, 2.152], [0.105, 2.693, 2.795], [4.994, 1.221, 3.290], [4.199, 0.198, 4.514], [4.366, 1.961, 4.778], [0.232, -0.112, 6.020], [0.568, 1.496, 5.297], [1.927, 0.470, 5.925], [-0.670, 2.468, 3.539], [0.962, 3.203, 3.256], [-0.313, 3.321, 2.004]], "mulliken_charge": [-0.4396, 0.9226, 0.9572, 1.0202, 0.4967, -0.7426, -0.4847, 0.3035, -1.3532, -1.1663, -1.1726, -1.2317, -1.3633, -1.1956, -1.0548, -1.2180, -1.1205, 0.2724, 0.2759, 0.5021, 0.3176, 0.3144, 0.5279, 0.3077, 0.3544, 0.5161, 0.4145, 0.2652, 0.4801, 0.4239, 0.3201, 0.4548, 0.2966, 0.4703, 0.5238, 0.2661, 0.2496, 0.4968, 0.2541, 0.3505, 0.5614, 0.2322, 0.3541, 0.4727, 0.3016, 0.2563, 0.7977, -0.6373, -0.0866, 0.1626, -0.9874, -0.4958, 0.2542, -0.0569, 0.4104, 0.0440, 0.3624, 0.4092, 0.4750, -0.7512, -0.3220, 0.9730, -0.2362, -0.7162, -0.4219, -0.9393, 0.2749, 0.3740, 0.2840, 0.2749, 0.3195, 0.2937, 0.3143, 0.3294, 0.3072], "multiplicity": 1, "de_lowest_kj_mol": 0.0, "gap_ha": [0.140, 0.133], "e_lumo_ev": [-12.674, -12.853], "e_homo_ev": [-16.474, -16.464], "total_charge": 3}

---

| no. | DFT total energy (eV) |
| --- | --- |
| 1 | -33116.2748 |
| 2 | -13432.3398 |
| 3 | -133482.3593 |
| 4 | -131146.3991 |